Below is a structure of composition C17H20N5O6W, with properties calculated with ωB97M-V/def2-TZVPD.

Last column: Mulliken charge in e.
Element x y z (Å)
W 0.23204 -0.36719 -0.09588  1.71
O 0.88612 1.08623 -1.80793  -0.55
C 2.30938 1.25322 -2.21727  -0.74
C 3.06190 -0.05286 -2.30005  -0.71
N 3.24813 -0.68270 -0.99574  0.07
C 3.90411 0.06286 0.03746  -0.56
C 2.97390 1.01409 0.79019  0.27
O 3.20523 1.97042 1.40157  -0.32
O 1.56818 0.59525 0.63347  -0.32
C 3.18469 -2.14374 -0.92866  -0.94
C 1.73079 -2.09187 -0.59978  1.15
O 0.86187 -1.72307 -1.49300  -0.61
O 1.27469 -1.95124 0.61530  -0.58
H 0.47853 1.96379 -1.87427  0.33
H 2.77094 1.96327 -1.53170  0.43
H 2.29588 1.70125 -3.20871  0.61
H 4.01986 0.14344 -2.79146  0.53
H 2.50694 -0.73821 -2.93697  0.34
H 4.71554 0.68652 -0.34530  0.39
H 4.33560 -0.60279 0.78681  0.40
H 3.78048 -2.55095 -0.11730  0.46
H 3.40248 -2.64330 -1.86780  0.36
N -3.90547 3.87676 4.35361  -0.27
C -3.30315 3.20591 3.63250  -0.35
C -2.56954 2.39378 2.74356  0.70
C -2.88511 1.01428 2.62683  -0.98
C -2.19639 0.25128 1.73297  0.14
C -1.13374 0.81552 0.96615  0.92
C -0.82526 2.20275 1.09508  -0.18
C -1.52093 2.98041 1.96324  -0.98
H -3.66103 0.58691 3.24787  0.52
H -2.42636 -0.79804 1.64726  0.60
H -0.02089 2.65182 0.53340  0.26
H -1.28856 4.03004 2.08718  0.51
C -3.94747 -2.02583 -4.08874  -1.04
N -3.07212 -1.64828 -2.96453  0.00
C -3.00623 -2.37319 -1.69308  -0.23
C -1.89610 -1.61307 -1.05796  0.40
O -1.30290 -1.79852 0.05350  -0.86
N -1.47881 -0.61499 -1.78197  -0.14
C -2.18808 -0.66547 -2.96952  0.20
N -1.97875 0.16085 -3.97097  -0.28
H -4.65002 -2.77359 -3.73389  0.40
H -3.36245 -2.44661 -4.90427  0.38
H -4.51672 -1.16141 -4.42679  0.40
H -2.79616 -3.43753 -1.80721  0.39
H -3.92776 -2.26614 -1.11443  0.35
H -1.28194 0.88147 -3.89732  0.15
H -2.52472 0.11654 -4.81935  0.24

Cartesian forces, eV/Å:
-0.607 2.445 -0.777
-0.047 -0.737 0.136
0.129 0.223 -0.076
-0.256 -0.112 0.132
0.336 -0.042 -0.156
-0.082 -0.101 0.071
0.180 -0.101 -0.074
0.005 0.135 0.137
-0.643 -0.087 0.335
-0.129 0.064 0.117
-0.600 -0.393 0.213
0.354 -0.715 0.051
0.310 0.086 -0.523
-0.140 -0.089 0.194
-0.016 0.043 0.026
-0.103 0.057 -0.020
0.045 0.100 0.024
0.068 -0.042 -0.066
0.056 0.024 0.017
0.034 0.025 0.046
0.009 -0.048 -0.014
0.031 -0.007 -0.051
0.263 -0.300 -0.323
-0.523 0.625 0.701
0.592 -0.655 -0.775
0.021 1.099 0.388
0.270 -0.065 -0.570
0.707 -1.375 -0.577
0.133 -0.373 -0.050
-0.854 -0.124 0.693
-0.003 0.033 0.007
-0.047 -0.040 0.049
0.108 0.048 -0.050
-0.048 -0.002 0.008
0.000 0.085 0.150
-0.005 -0.112 0.037
-0.026 0.136 -0.107
-0.225 -0.413 0.485
0.308 0.050 0.409
0.447 0.761 0.159
-0.090 -0.086 -0.339
0.006 0.007 0.086
-0.016 -0.014 -0.002
0.047 -0.010 -0.012
-0.016 0.021 0.002
0.085 -0.019 -0.075
-0.060 -0.013 0.011
-0.014 0.019 -0.035
0.004 -0.012 -0.013

The calculation puts the molecular weight at 574.22 g mol⁻¹. The value obtained for the energy relative to the best compared isomer or geometry (same formula, charge and spin) is 39.4 kcal/mol. For the HOMO energy (spin up / spin down), the calculation gives -0.671 / -0.671 Ha. Its total charge is +3. As for the total energy: -39485.1879 eV.

Below is a structure of composition C17H21AsIN2O3PS4Zn, with properties calculated with ωB97M-V/def2-TZVPD.

Last column: Mulliken charge in e.
Element x y z (Å)
Zn 0.27101 0.76366 -0.68943  1.01
C -0.82418 0.02604 -4.82433  -1.05
C -1.91582 -0.35274 -3.87891  0.81
N -3.14217 -0.45495 -4.30677  -0.72
C -4.12696 -0.68822 -3.40033  -0.78
C -3.91251 -0.82401 -2.05890  0.55
C -5.09751 -1.03543 -1.16162  -0.91
O -5.15808 -2.36397 -0.61520  -0.55
C -2.57749 -0.76511 -1.56602  0.04
C -2.32539 -0.90966 -0.16754  -0.79
N -1.17104 -0.81334 0.40423  -0.07
C -1.17971 -0.85839 1.79933  0.17
C -2.02925 -0.03231 2.54381  0.12
C -2.02827 -0.06814 3.92741  -0.64
C -1.15576 -0.91173 4.60133  -0.60
C -0.28433 -1.71504 3.87658  -0.28
C -0.29616 -1.68436 2.49106  -0.32
I 0.99453 -2.92435 1.43457  0.07
C -1.53240 -0.54376 -2.48432  1.20
O -0.29255 -0.51660 -2.19238  -1.21
H -1.22660 0.10348 -5.83268  0.37
H -0.00641 -0.69573 -4.78557  0.26
H -0.40945 0.98691 -4.50677  0.18
H -5.13833 -0.71894 -3.79450  0.29
H -6.01080 -0.83176 -1.73175  0.32
H -5.08211 -0.35825 -0.30531  0.37
H -4.77231 -2.93867 -1.28465  0.39
H -3.19958 -1.12514 0.45325  0.76
H -2.64821 0.67460 2.00601  0.40
H -2.69088 0.58790 4.47816  0.32
H -1.13464 -0.93726 5.68371  0.33
H 0.40624 -2.37381 4.38657  0.36
S -1.37812 3.87660 -3.20714  -0.63
As -0.09804 3.72591 -1.51803  0.35
S -1.14261 2.51406 0.06788  -0.59
S 1.55610 2.29762 -1.97013  -0.58
S 0.68290 5.52513 -0.64475  -0.68
C 2.42664 3.00736 1.45109  -1.12
P 1.89782 1.39055 1.98816  1.22
C 3.28634 0.67490 2.90474  -1.33
C 0.62746 1.65311 3.22663  -0.85
O 1.51861 0.40494 0.91322  -0.88
H 2.92330 3.51787 2.28057  0.38
H 1.58087 3.61103 1.10307  0.06
H 3.09793 2.90418 0.59900  0.36
H 3.55643 1.29878 3.75731  0.37
H 4.14497 0.57936 2.24001  0.37
H 2.99838 -0.31787 3.25054  0.27
H 0.99920 2.31936 4.00640  0.58
H 0.33668 0.69678 3.66163  0.12
H -0.22887 2.10686 2.72082  0.17

Cartesian forces, eV/Å:
-0.117 0.394 -0.287
-0.023 -0.028 -0.002
0.119 0.006 0.065
-0.044 0.009 -0.011
-0.056 -0.005 0.055
-0.038 0.011 -0.032
-0.006 0.026 -0.002
-0.006 -0.009 -0.039
-0.136 -0.067 0.007
0.040 0.009 0.080
-0.225 -0.090 0.037
-0.032 0.120 -0.112
-0.057 -0.086 0.026
-0.069 -0.101 0.011
-0.100 -0.099 0.032
-0.045 -0.085 0.048
0.034 -0.052 0.168
0.049 -0.086 -0.046
0.131 -0.018 -0.287
0.005 0.091 0.234
0.004 0.012 -0.010
0.010 -0.006 -0.001
0.021 0.028 -0.010
0.000 -0.013 -0.012
0.033 -0.001 0.023
-0.009 0.000 -0.027
0.018 -0.021 0.029
0.025 0.012 0.031
-0.023 0.009 -0.035
0.007 0.008 0.010
-0.005 0.007 0.009
0.003 -0.003 0.020
0.074 0.108 0.102
0.061 -0.064 0.001
0.018 -0.075 0.021
0.021 0.020 0.073
-0.130 -0.172 -0.087
0.011 -0.006 -0.070
0.056 -0.006 -0.112
0.031 0.044 0.011
0.015 0.021 -0.104
0.099 -0.072 0.204
-0.002 0.005 0.004
-0.013 -0.037 -0.009
0.024 0.000 -0.015
0.013 0.011 0.026
-0.015 0.001 -0.027
-0.019 -0.032 0.009
0.023 0.046 0.012
0.147 0.205 -0.036
0.079 0.032 0.025

The calculation puts the molecular weight at 727.82 g mol⁻¹. The value obtained for the energy relative to the best compared isomer or geometry (same formula, charge and spin) is 9.2 kcal/mol. For the HOMO energy, the calculation gives -0.038 Ha. Its total charge is -2. As for the total energy: -197086.4883 eV.

Below is a structure of composition C17H21B11Br6F6N5O4SbSn, with properties calculated with ωB97M-V/def2-TZVPD.

Last column: Löwdin spin population.
Element x y z (Å)
Sn 0.60978 0.55255 -0.10693  0.02
O 0.67466 3.91446 -2.54984  0.00
C 0.61695 2.82600 -2.05556  0.00
N 0.83195 2.51275 -0.71640  0.00
C 1.14580 3.52298 0.18368  0.00
O 0.99221 4.69907 0.02033  0.00
C 1.78154 3.00424 1.44492  0.00
C 2.27651 3.91127 2.36295  0.00
C 2.88068 3.42962 3.50977  0.00
C 2.95480 2.05778 3.69550  0.00
C 2.41746 1.21851 2.73966  0.00
N 1.84367 1.67767 1.62021  0.01
C 0.35018 1.61443 -2.90209  0.00
C 0.12265 1.75534 -4.25066  0.00
C -0.14136 0.61946 -5.00415  0.00
C -0.16321 -0.61444 -4.37926  0.00
C 0.06274 -0.67927 -3.01764  0.00
N 0.31849 0.41608 -2.29624  0.00
H 2.17435 4.96577 2.15065  0.00
H 3.28038 4.11029 4.24906  0.00
H 3.41067 1.63244 4.57806  0.00
H 2.43364 0.15502 2.89533  0.00
H 0.14880 2.74800 -4.67645  0.00
H -0.32467 0.70189 -6.06693  0.00
H -0.34685 -1.53353 -4.91585  0.00
H 0.05183 -1.62453 -2.50582  0.00
Br -1.28418 -1.44718 -0.18132  0.01
B -2.95679 -0.66295 0.54498  0.00
B -4.30767 -1.68108 0.98339  0.00
C -5.01797 -0.79646 2.24617  0.00
B -3.33684 -0.87297 2.24792  0.00
B -4.19802 0.60256 2.75802  0.00
B -5.69912 0.70242 1.81311  0.00
B -5.76784 -0.70097 0.71814  0.00
B -4.42640 -0.58753 -0.43295  0.00
Br -4.45447 -1.28640 -2.23946  0.00
B -5.30434 0.89385 0.09251  0.00
Br -6.40247 1.89995 -1.13779  0.00
B -4.31476 1.71135 1.36010  0.00
Br -4.23256 3.63087 1.58672  0.00
B -2.88099 0.70528 1.60681  0.00
Br -1.08502 1.43903 1.99352  0.00
B -3.53473 0.90824 -0.03444  0.00
Br -2.53567 1.90596 -1.36472  0.00
H -4.33912 -2.85711 0.93788  0.00
H -5.53437 -1.36367 3.00589  0.00
H -2.70414 -1.50554 3.01549  0.00
H -4.16278 0.93249 3.88778  0.00
H -6.68198 1.08671 2.33358  0.00
H -6.79335 -1.24184 0.51761  0.00
C 4.90378 -1.15596 -0.49929  0.01
C 3.52265 -1.02484 0.04571  0.03
N 2.66343 -0.22657 -0.49749  -0.01
O 3.07048 0.33762 -1.69619  0.01
C 3.18414 -1.87137 1.21423  0.03
C 4.13556 -2.88443 1.77113  0.00
N 2.02811 -1.77541 1.73449  0.49
O 1.04411 -1.06724 1.61450  0.40
H 5.19014 -0.24660 -1.01804  0.00
H 4.93514 -1.99434 -1.19953  0.00
H 5.60095 -1.37230 0.30643  0.00
H 3.07134 -0.43180 -2.32042  0.00
H 4.98505 -2.38645 2.24035  0.00
H 4.49507 -3.54100 0.98302  0.00
H 3.62423 -3.47998 2.52306  0.00
F 1.27586 -2.63615 -0.95007  0.00
Sb 2.14889 -3.78786 -2.24473  0.00
F 3.57965 -3.85782 -1.00273  0.00
F 1.33075 -5.26744 -1.46523  0.00
F 3.13056 -4.71329 -3.52015  0.00
F 0.71096 -3.51812 -3.42500  0.00
F 2.92111 -2.10749 -2.85931  0.00

Cartesian forces, eV/Å:
0.050 0.326 0.110
-0.002 0.029 -0.014
0.042 -0.078 -0.073
0.042 0.008 -0.047
0.025 -0.019 0.012
-0.003 -0.006 0.020
-0.003 -0.019 -0.003
0.003 0.011 -0.008
0.006 0.000 0.018
0.005 0.012 0.012
-0.002 0.061 0.010
0.013 0.025 -0.003
-0.029 -0.036 0.074
-0.004 0.033 -0.008
0.012 -0.034 -0.028
0.001 0.017 -0.009
0.032 0.004 0.043
-0.023 -0.079 -0.043
-0.004 -0.003 -0.009
0.006 -0.004 0.001
-0.003 -0.003 0.000
0.003 -0.024 0.005
0.006 0.001 0.010
-0.008 -0.006 0.002
-0.006 0.000 -0.005
-0.023 0.005 -0.005
-0.005 -0.015 0.027
0.127 -0.050 -0.104
-0.014 0.082 -0.024
-0.014 -0.047 0.078
-0.033 0.041 -0.061
0.015 0.003 -0.023
-0.021 0.025 0.014
0.004 -0.035 -0.021
0.006 -0.007 0.073
-0.005 0.008 -0.009
-0.007 0.037 -0.048
0.003 -0.002 0.013
0.022 -0.011 -0.015
-0.005 0.008 -0.002
0.020 -0.035 -0.002
-0.051 -0.027 -0.057
-0.055 -0.043 0.079
-0.030 0.020 -0.009
-0.005 -0.001 0.002
0.002 0.003 0.002
-0.008 -0.004 0.004
-0.011 0.000 -0.001
0.003 0.002 -0.002
-0.003 0.005 0.009
-0.011 -0.005 0.021
0.163 0.156 -0.127
-0.062 -0.421 0.079
-0.161 -0.033 0.024
-0.006 -0.068 -0.004
0.026 0.023 0.017
-0.060 0.032 0.074
0.036 -0.104 -0.074
0.021 0.000 -0.009
-0.024 0.019 -0.007
-0.002 0.001 -0.009
0.053 0.054 0.000
0.003 -0.007 0.008
-0.003 0.009 0.002
-0.002 -0.003 -0.004
-0.111 -0.029 -0.073
0.084 0.102 -0.003
0.040 0.016 0.009
0.027 -0.021 0.006
0.030 -0.045 -0.001
-0.057 0.099 0.029
-0.057 0.046 0.061

The calculation puts the molecular weight at 1312.20 g mol⁻¹. For the HOMO energy (spin up / spin down), the calculation gives -0.438 / -0.438 Ha. Its total charge is +1. As for the total energy: -489984.8134 eV. As for the multiplicity: 2.

Question: Which value of molecular weight does entry 1 give?
Answer: 574.22 g mol⁻¹

Question: Which formula does entry 3 have?
Answer: C17H21B11Br6F6N5O4SbSn

Question: What is the total charge in the first record?
Answer: +3